Below is a cluster of 2 separate species, C5H13NO2 in total in a non-equilibrium geometry, with properties calculated with wB97M-V/def2-TZVPD.

The geometry in XYZ format:
```
21
Properties=species:S:1:pos:R:3
C -2.31 -1.64 -0.63
C -1.61 -0.78 0.41
N -0.17 -0.47 0.13
C 0.45 -1.22 -0.93
C 0.33 0.75 0.47
C -0.35 1.50 1.58
O 1.34 1.20 -0.04
H -2.13 -1.30 -1.66
H -2.02 -2.69 -0.63
H -3.39 -1.56 -0.55
H -1.52 -1.46 1.22
H -2.18 0.09 0.69
H 0.25 -2.28 -0.83
H 1.53 -1.08 -0.87
H 0.24 -0.92 -1.96
H -0.60 2.48 1.17
H -1.08 1.04 2.22
H 0.44 1.88 2.24
O 4.33 2.33 -0.99
H 3.52 1.86 -0.79
H 4.93 2.27 -0.25
```

Properties
* gap between HOMO and LUMO: 10.07 eV
* maximum force: 2.043 eV Å⁻¹
* energy relative to the best compared isomer or geometry (same formula, charge and spin): 26.3 kcal/mol
* structure (SMILES): CCN(C)C(C)=O.O
* total energy: -403.53468 a.u.
* HOMO energy: -9.323 eV



Below is an isolated molecule of C5H13NO2 in a non-equilibrium geometry, with properties calculated with wB97M-V/def2-TZVPD.

The geometry in XYZ format:
```
21
Properties=species:S:1:pos:R:3
C -1.55 -1.18 1.36
C -0.97 -0.13 0.40
C -1.20 -0.58 -1.04
O -1.68 1.10 0.60
C 0.52 0.09 0.70
C 1.14 1.26 -0.06
O 2.48 0.95 -0.47
N 2.42 0.18 -1.71
H -1.45 -0.86 2.40
H -1.06 -2.15 1.24
H -2.63 -1.31 1.18
H -0.91 0.19 -1.76
H -0.65 -1.50 -1.27
H -2.27 -0.77 -1.22
H -1.68 1.30 1.55
H 1.08 -0.84 0.51
H 0.65 0.30 1.77
H 0.56 1.60 -0.93
H 1.22 2.13 0.61
H 3.05 -0.59 -1.50
H 2.92 0.80 -2.35
```

Properties
* gap between HOMO and LUMO: 10.56 eV
* maximum force: 1.027 eV Å⁻¹
* energy relative to the best compared isomer or geometry (same formula, charge and spin): 62.2 kcal/mol
* structure (SMILES): CC(C)(O)CCON
* total energy: -403.47753 a.u.
* HOMO energy: -9.658 eV



Below is a cluster of 3 separate species, C5H13NO2 in total in a non-equilibrium geometry, with properties calculated with wB97M-V/def2-TZVPD.

The geometry in XYZ format:
```
21
Properties=species:S:1:pos:R:3
C 0.85 -0.65 2.17
C 0.42 -0.45 0.92
C 0.58 -1.52 -0.08
C 0.54 -1.23 -1.55
C 0.81 -0.05 -2.09
N 0.50 0.43 -3.41
H 0.47 0.03 2.92
H 1.49 -1.46 2.51
H -0.18 0.42 0.71
H 1.40 -2.23 0.07
H -0.21 -2.30 0.11
H 0.35 -2.03 -2.25
H 1.38 0.80 -1.70
H -0.39 0.89 -3.52
H 0.83 -0.09 -4.21
O -0.41 3.09 1.48
H -0.33 3.29 0.54
H -1.11 3.09 2.14
O -2.53 0.14 2.05
H -2.88 -0.42 1.35
H -1.60 0.25 1.82
```

Properties
* gap between HOMO and LUMO: 9.63 eV
* maximum force: 2.509 eV Å⁻¹
* energy relative to the best compared isomer or geometry (same formula, charge and spin): 88.7 kcal/mol
* structure (SMILES): C=CC/C=C/N.O.O
* total energy: -403.43521 a.u.
* HOMO energy: -8.863 eV



Below is a cluster of 2 separate species, C5H13NO2 in total in a non-equilibrium geometry, with properties calculated with wB97M-V/def2-TZVPD.

The geometry in XYZ format:
```
21
Properties=species:S:1:pos:R:3
C 1.06 3.55 -1.46
N 1.03 3.18 -0.29
C 1.30 1.72 -0.09
C 0.49 1.16 1.08
C 0.14 -0.32 0.98
C -1.34 -0.46 1.15
O -1.59 -1.52 0.20
H 0.92 4.60 -1.79
H 1.23 3.00 -2.36
H 2.39 1.51 -0.01
H 0.83 1.12 -0.99
H -0.47 1.94 1.19
H 0.99 1.37 1.93
H 0.83 -0.53 1.88
H 0.60 -0.96 0.25
H -2.04 0.31 0.84
H -1.77 -0.83 2.14
H -1.99 -1.10 -0.61
O -0.49 -5.44 -1.22
H -0.99 -4.62 -1.24
H -0.99 -6.20 -0.93
```

Properties
* gap between HOMO and LUMO: 10.52 eV
* maximum force: 5.239 eV Å⁻¹
* energy relative to the best compared isomer or geometry (same formula, charge and spin): 99.7 kcal/mol
* structure (SMILES): C=NCCCCO.O
* total energy: -403.41774 a.u.
* HOMO energy: -9.810 eV



Below is a cluster of 3 separate species, C5H13NO2 in total in a non-equilibrium geometry, with properties calculated with wB97M-V/def2-TZVPD.

The geometry in XYZ format:
```
21
Properties=species:S:1:pos:R:3
N 0.63 -1.81 -0.10
C 0.43 -0.88 0.98
C 0.51 0.52 0.85
C 1.16 1.29 -0.20
C 2.05 2.27 0.07
C -0.25 -1.53 2.21
H 0.57 -2.83 0.08
H 1.21 -1.49 -0.90
H 0.12 0.98 1.80
H 0.70 1.29 -1.18
H 2.34 3.04 -0.49
H 2.49 2.36 1.11
H -0.68 -2.41 1.84
H -0.86 -0.75 2.75
H 0.59 -1.93 2.91
H -0.26 0.64 -3.94
H 0.35 1.53 -2.95
O -0.41 1.43 -3.41
H -3.58 -0.13 0.13
H -3.25 -0.79 -1.14
O -3.86 -0.80 -0.43
```

Properties
* charge: +1
* gap between HOMO and LUMO (alpha / beta): 10.14 / 6.93 eV
* maximum force: 5.510 eV Å⁻¹
* energy relative to the best compared isomer or geometry (same formula, charge and spin): 46.6 kcal/mol
* total energy: -403.16948 a.u.
* HOMO energy (alpha / beta): -14.336 / -14.363 eV
* spin multiplicity: 2



Below is a cluster of 2 separate species, C5H13NO2 in total in a non-equilibrium geometry, with properties calculated with wB97M-V/def2-TZVPD.

The geometry in XYZ format:
```
21
Properties=species:S:1:pos:R:3
C -1.12 0.26 -1.43
C -0.92 -0.13 -2.93
C 0.20 0.35 -0.77
N 0.43 -0.18 0.60
C -0.57 -0.63 1.50
C -1.17 0.41 2.50
O 1.22 0.83 -1.20
H -1.78 1.13 -1.37
H -1.66 -0.53 -0.91
H -1.14 0.76 -3.50
H 0.02 -0.60 -3.21
H -1.70 -0.85 -3.15
H 1.34 0.11 0.98
H -1.35 -1.10 0.90
H -0.18 -1.51 2.04
H -2.13 0.71 2.10
H -0.56 1.31 2.58
H -1.17 -0.06 3.47
H 4.51 -0.71 0.50
H 3.67 0.45 0.28
O 4.07 0.00 1.03
```

Properties
* charge: +1
* gap between HOMO and LUMO (alpha / beta): 11.26 / 6.41 eV
* maximum force: 1.728 eV Å⁻¹
* energy relative to the best compared isomer or geometry (same formula, charge and spin): 24.2 kcal/mol
* total energy: -403.20525 a.u.
* HOMO energy (alpha / beta): -14.926 / -14.923 eV
* spin multiplicity: 2



> maximum force of number 1 (C5H13NO2)?

2.043 eV Å⁻¹